[1]
This record from the OMol25 dataset describes an isolated ion of composition C4H9N2 and charge +1 at a distorted geometry. The level of theory is the ωB97M-V functional and the def2-TZVPD basis.

CARTESIAN COORDINATES (ANGSTROEM)
C  1.3083  1.6754  -0.0350
C  -0.6490  -0.7185  -0.8076
C  0.1167  1.1443  0.6046
C  -1.6249  -1.8697  -1.0425
N  -0.4394  -0.1209  0.3516
N  1.2871  1.1911  1.4256
H  1.9902  1.0176  -0.5862
H  1.7275  2.6501  -0.0495
H  -0.3151  -0.1292  -1.6919
H  -1.7966  -2.1373  -2.1186
H  -2.6241  -1.6830  -0.6032
H  -1.2611  -2.8403  -0.6041
H  -0.7951  -0.3366  1.2988
H  1.7976  0.3656  1.6390
H  1.2779  1.7915  2.2189

Total charge: +1
LUMO energy (alpha / beta) in eV: -4.143 / -4.144
Molar mass in g/mol: 85.13
Max |F| in eV Å⁻¹: 2.44
Calculated total energy in hartree: -266.9353
HOMO level (alpha / beta) in eV: -12.3525 / -12.3514

[2]
This record from the OMol25 dataset describes C20H17CoN2O3P as an isolated structure at a distorted geometry. The level of theory is the ωB97M-V functional and the def2-TZVPD basis.

CARTESIAN COORDINATES (ANGSTROEM)
Co  -1.9959  -0.3132  -1.3712
O  -3.6283  -0.7520  -0.4862
C  -2.7877  -0.3927  0.3392
C  -2.1868  -0.5606  1.5605
C  -2.8530  -0.7595  2.8004
C  -2.1141  -0.9989  3.9279
C  -0.7161  -1.0429  3.8925
C  -0.0428  -0.7781  2.7074
C  -0.7530  -0.4944  1.5605
P  -0.1039  -0.0982  -0.0845
C  0.4425  1.6394  0.0741
C  0.3016  2.4749  -1.0310
C  0.6398  3.8147  -0.9411
C  1.0954  4.3363  0.2582
C  1.2485  3.5040  1.3564
C  0.9338  2.1598  1.2696
C  1.4500  -1.0481  -0.1025
C  2.6928  -0.4431  -0.2433
C  3.8416  -1.2139  -0.2095
C  3.7554  -2.5861  -0.0472
C  2.5156  -3.1965  0.0720
C  1.3653  -2.4327  0.0388
H  -3.9307  -0.7423  2.8302
H  -2.6145  -1.1721  4.8696
H  -0.1576  -1.2749  4.7854
H  1.0376  -0.8060  2.6840
H  -0.0979  2.0772  -1.9529
H  0.5229  4.4537  -1.8039
H  1.3257  5.3890  0.3446
H  1.5992  3.9070  2.2956
H  1.0654  1.5286  2.1366
H  2.7587  0.6287  -0.3643
H  4.8067  -0.7391  -0.3089
H  4.6544  -3.1820  -0.0149
H  2.4493  -4.2681  0.1913
H  0.3925  -2.8984  0.1405
N  -2.1442  -1.5359  -3.2893
N  -1.9374  -0.5803  -4.3143
C  -2.0007  0.7936  -3.9833
O  -2.0300  1.6021  -4.8833
O  -1.9640  1.0436  -2.7322
H  -1.5065  -2.3185  -3.4258
H  -3.1040  -1.8985  -3.2911
H  -2.2260  -0.8258  -5.2543

Spin multiplicity: 4
LUMO energy (alpha / beta) in eV: 0.130 / -0.253
Molar mass in g/mol: 423.27
<S²>: 3.8797
Max |F| in eV Å⁻¹: 1.90
Calculated total energy in hartree: -2831.6394
HOMO level (alpha / beta) in eV: -6.3611 / -8.7624

[3]
This record from the OMol25 dataset describes the molecule C21H21N3O2. The level of theory is the ωB97M-V functional and the def2-TZVPD basis.

CARTESIAN COORDINATES (ANGSTROEM)
C  0.9974  4.9148  -4.1541
H  0.4923  5.1279  -3.2056
O  0.5345  3.7215  -4.7312
C  0.7125  2.5552  -4.0351
C  1.3149  2.4460  -2.7908
C  1.4385  1.2120  -2.1734
C  0.9793  0.0433  -2.7788
C  0.3760  0.1691  -4.0377
C  0.2426  1.3949  -4.6483
H  -0.2222  1.4788  -5.6180
H  0.0227  -0.7091  -4.5538
N  1.1309  -1.2219  -2.2266
C  1.8387  -1.4245  -0.9885
H  2.3490  -2.3923  -1.0374
C  0.8816  -1.3910  0.2070
N  -0.1862  -2.3489  -0.0076
C  -1.2297  -2.5775  0.8206
O  -2.0871  -3.4085  0.5464
C  -1.3375  -1.8159  2.1074
N  -0.5239  -0.8290  2.3877
C  -0.6695  -0.1685  3.5517
C  0.2128  0.8957  3.8349
C  0.0991  1.5893  5.0070
C  -0.8926  1.2544  5.9436
C  -1.7623  0.2285  5.6970
C  -1.6745  -0.5063  4.4990
C  -2.5366  -1.5746  4.1718
C  -2.3724  -2.2246  2.9830
H  -3.0029  -3.0441  2.6767
H  -3.3140  -1.8620  4.8664
H  -2.5287  -0.0334  6.4129
H  -0.9625  1.8173  6.8628
H  0.7744  2.4039  5.2239
H  0.9683  1.1380  3.1038
C  -0.1126  -3.1114  -1.2381
H  -1.0495  -3.6648  -1.3313
C  0.0680  -2.1930  -2.4473
H  0.2948  -2.8143  -3.3242
H  -0.8737  -1.6646  -2.6357
H  0.7061  -3.8368  -1.1765
H  0.4551  -0.3882  0.3036
H  1.4147  -1.6203  1.1351
H  2.6080  -0.6634  -0.8720
H  1.8957  1.1902  -1.1966
H  1.6887  3.3164  -2.2742
H  2.0804  4.8905  -3.9896
H  0.7615  5.7010  -4.8698

LUMO energy in eV: -0.091
Molar mass in g/mol: 347.42
SMILES: COc1ccc(N2CCN(C(=O)c3ccc4ccccc4n3)CC2)cc1
Max |F| in eV Å⁻¹: 0.83
Calculated total energy in hartree: -1127.5830
HOMO level in eV: -7.2600

[4]
This record from the OMol25 dataset describes a 8-piece molecular cluster, C30H58ClO18P overall at a distorted geometry. The level of theory is the ωB97M-V functional and the def2-TZVPD basis.

CARTESIAN COORDINATES (ANGSTROEM)
C  -1.8976  1.3720  3.7589
C  -2.3280  0.3918  2.9726
O  -2.2068  -0.8063  2.1484
P  -1.3980  -0.4269  0.6771
O  -1.6286  -1.5881  -0.3292
O  -2.1781  0.9639  0.0009
O  0.2688  -0.0594  0.8476
Cl  0.8826  -0.5388  2.3539
H  -1.5586  2.1841  4.5156
H  -1.9236  1.7679  0.5462
O  2.6048  -4.8823  3.8035
C  1.9544  -5.1147  2.7997
O  1.8628  -4.1920  1.8212
C  1.3088  -4.4424  0.5175
C  -0.1887  -4.2261  0.5122
C  1.1594  -6.3823  2.6748
H  1.5925  -5.4330  0.1524
H  1.7762  -3.7200  -0.1557
H  -0.6977  -4.9248  1.1814
H  -0.5922  -4.3551  -0.4949
H  -0.4322  -3.2223  0.8594
H  0.1725  -6.2359  3.1175
H  1.6827  -7.1713  3.2211
H  1.0612  -6.7363  1.6507
O  -0.3095  -1.1559  4.4316
C  -0.7457  -2.1671  4.9450
O  -1.9539  -2.1531  5.5440
C  -2.6514  -3.3294  5.9846
C  -2.2356  -3.7114  7.3899
C  0.0828  -3.4159  5.0175
H  -2.5305  -4.1495  5.2726
H  -3.7131  -3.0727  5.9813
H  -1.1747  -3.9683  7.4397
H  -2.8155  -4.5676  7.7432
H  -2.3917  -2.8741  8.0759
H  0.7005  -3.3894  5.9169
H  0.7326  -3.4503  4.1405
H  -0.5061  -4.3307  4.9946
O  -0.1354  4.0542  -0.6457
C  -1.0856  4.8065  -0.7344
O  -2.0089  4.8551  0.2487
C  -3.0392  5.8527  0.3419
C  -4.2642  5.4420  -0.4483
C  -1.3101  5.6163  -1.9778
H  -2.6626  6.8368  0.0525
H  -3.3009  5.9220  1.4001
H  -4.0438  5.3524  -1.5146
H  -5.0666  6.1731  -0.3216
H  -4.6239  4.4643  -0.1156
H  -1.8815  5.0255  -2.6963
H  -0.3362  5.8598  -2.4100
H  -1.8068  6.5670  -1.7958
O  -3.7177  5.5838  -5.9997
C  -3.3593  4.4342  -6.1606
O  -2.1674  4.0236  -5.6833
C  -1.7455  2.6487  -5.6274
C  -1.0890  2.2320  -6.9266
C  -4.1789  3.4782  -6.9785
H  -2.5729  1.9929  -5.3444
H  -1.0137  2.5865  -4.8198
H  -1.7873  2.2878  -7.7658
H  -0.7135  1.2088  -6.8567
H  -0.2544  2.8969  -7.1636
H  -3.9003  3.5701  -8.0296
H  -5.2329  3.7438  -6.8637
H  -4.0902  2.4425  -6.6572
O  0.1357  -6.1366  -2.8403
C  1.1819  -5.6982  -3.2765
O  1.1905  -4.5701  -4.0158
C  2.3804  -3.8576  -4.3906
C  2.9594  -4.4085  -5.6772
C  2.4678  -6.4526  -3.0945
H  3.1067  -3.8453  -3.5740
H  2.0769  -2.8203  -4.5485
H  3.2692  -5.4503  -5.5654
H  3.8265  -3.8219  -5.9909
H  2.2115  -4.3838  -6.4744
H  2.5846  -7.1705  -3.9081
H  2.4179  -6.9928  -2.1457
H  3.3447  -5.8112  -3.0326
O  0.9449  3.9227  8.2301
C  1.1106  2.7640  7.9090
O  0.0729  1.9016  7.9239
C  0.1124  0.5795  7.3613
C  0.6373  -0.4223  8.3687
C  2.4816  2.2400  7.5917
H  0.6733  0.5663  6.4236
H  -0.9191  0.3253  7.1067
H  1.6671  -0.1999  8.6583
H  0.6048  -1.4345  7.9574
H  0.0379  -0.3951  9.2831
H  2.9664  1.9132  8.5133
H  3.0655  3.0510  7.1491
H  2.4819  1.4326  6.8621
O  1.1120  1.4494  -4.9801
C  1.9358  2.3340  -4.8645
O  1.8473  3.4449  -5.6249
C  2.6312  4.6311  -5.4181
C  3.9559  4.5392  -6.1465
C  3.1210  2.1706  -3.9577
H  2.7509  4.8440  -4.3530
H  2.0493  5.4568  -5.8338
H  4.5680  3.7179  -5.7662
H  4.5197  5.4691  -6.0384
H  3.7946  4.3478  -7.2110
H  3.9274  1.6754  -4.5016
H  2.8232  1.5448  -3.1125
H  3.4766  3.1065  -3.5317

LUMO energy in eV: -0.138
Molar mass in g/mol: 773.20
SMILES: C#CO[P@@](=O)(O)OCl.CCOC(C)=O.CCOC(C)=O.CCOC(C)=O.CCOC(C)=O.CCOC(C)=O.CCOC(C)=O.CCOC(C)=O
Max |F| in eV Å⁻¹: 6.96
Calculated total energy in hartree: -3333.6316
HOMO level in eV: -9.7431

[5]
This record from the OMol25 dataset describes the molecule C21H17FN2O2S at a distorted geometry. The level of theory is the ωB97M-V functional and the def2-TZVPD basis.

CARTESIAN COORDINATES (ANGSTROEM)
O  -0.9588  4.4365  1.7421
O  1.2350  1.5401  -2.5112
F  2.6827  -1.9207  -7.4996
S  0.3261  -0.2439  0.6765
C  -0.6871  3.3457  2.1850
C  0.5111  0.6587  -2.0208
C  -0.1093  2.1702  -0.1210
C  0.2140  0.9280  -0.6151
C  -0.2994  2.2260  1.3026
C  -0.1510  0.9805  1.8553
C  1.3906  -0.4001  -6.2316
C  2.2976  -2.3777  -5.1543
C  -0.5287  1.7881  5.5072
C  0.7672  -0.0034  -5.0509
C  1.6272  -2.0135  -3.9526
C  -0.4280  0.5121  6.1180
C  -0.1713  -0.4597  3.8917
C  2.1569  -1.5581  -6.3103
C  -0.2868  0.7979  3.3273
C  -0.4411  1.9181  4.1115
C  0.8520  -0.8298  -3.9205
C  -0.2245  -0.6163  5.2759
N  -0.6071  3.1923  3.5280
N  0.1742  -0.5175  -2.7406
C  -0.0386  -1.9736  5.8434
C  -2.2996  -0.8020  -2.4992
C  -0.9164  -1.4355  -2.3008
H  -0.1760  3.0409  -0.7807
H  1.2893  0.1899  -7.1286
H  2.8397  -3.2904  -5.1844
H  -0.6782  2.6771  6.1024
H  0.1329  0.8870  -5.0428
H  1.7327  -2.6512  -3.0961
H  -0.4836  0.3803  7.2019
H  -0.0423  -1.3627  3.2977
H  -1.0661  3.8789  4.0748
H  1.0292  -2.2435  5.8971
H  -0.5463  -2.7428  5.2254
H  -0.5097  -2.0216  6.8285
H  -3.0739  -1.5200  -2.1282
H  -2.4528  -0.6360  -3.5755
H  -2.4026  0.1594  -1.9755
H  -0.8576  -2.3208  -2.8912
H  -0.8216  -1.7671  -1.2611

LUMO energy in eV: -0.203
Molar mass in g/mol: 380.44
SMILES: CCN(C(=O)c1cc2c(=O)[nH]c3ccc(C)cc3c2s1)c1ccc(F)cc1
Max |F| in eV Å⁻¹: 3.11
Calculated total energy in hartree: -1568.5180
HOMO level in eV: -8.4078